DFT (ωB97M-V/def2-TZVPD) results for 2 unconnected molecules or ions with the total composition C6H10N3O4 in a non-equilibrium geometry.

## Properties
Kohn-Sham gap = 0.381 Eh
net charge = +1
relative energy (zero: lowest compared OMol25 entry of this formula, charge and spin) = 29.3 kcal per mole

Atoms and positions in Å:
C1 -0.364 -0.348 0.435
C2 1.009 0.492 2.230
C3 -1.711 0.913 -2.134
C4 0.927 1.371 -0.327
C5 0.181 0.924 0.951
C6 -0.061 -1.944 -1.483
N1 0.580 1.150 3.335
N2 -1.505 0.331 -3.162
N3 0.041 -0.687 -0.739
O1 -1.123 -1.148 1.146
O2 1.827 -0.412 2.196
O3 -1.620 1.348 -1.075
O4 0.943 0.252 -1.269
H1 0.395 2.202 -0.791
H2 2.016 1.684 -0.308
H3 -0.608 1.611 1.181
H4 0.315 -2.622 -0.715
H5 -1.070 -2.194 -1.948
H6 0.645 -1.867 -2.271
H7 -0.129 1.891 3.327
H8 1.019 1.081 4.270
H9 -1.085 -2.180 1.117
H10 -1.987 0.328 -3.990